The following is a DFT calculation (ωB97M-V/def2-TZVPD) of a molecular structure, C21H57CaF6N10O11P3S2 at a distorted geometry.

Properties
* spin multiplicity: 2
* net charge: +1
* E_tot: -144403.4232 eV
* frontier orbital gap (alpha / beta): 7.879 / 3.208 eV

Each line ends with the Löwdin charge.
Geometry (Å):
Ca: 0.2600 0.7816 -0.0346  1.38
C: -0.0801 5.2719 -1.9076  -0.64
F: -0.6161 6.0525 -2.8114  0.17
F: 1.1882 5.0472 -2.1402  0.17
F: -0.2626 5.8384 -0.6904  0.12
S: -1.0277 3.5494 -1.9165  0.56
O: -2.3990 3.7161 -1.3138  -0.35
O: -1.0949 3.0712 -3.2955  -0.33
O: -0.1861 2.6556 -1.1126  -0.50
C: 4.4632 2.1688 1.2666  -0.61
F: 5.2598 1.1207 1.1919  0.15
F: 4.8789 2.9729 2.2703  0.14
F: 4.4990 2.9048 0.1333  0.12
S: 2.6957 1.5001 1.4806  0.51
O: 2.5474 0.3728 0.6227  -0.41
O: 2.6249 1.1581 2.9116  -0.31
O: 1.6560 2.4485 0.9961  -0.40
O: -0.0435 -1.2034 1.0095  -0.37
P: -0.0077 -2.6647 1.4026  0.72
N: 0.3304 -3.5623 -0.0125  -0.12
C: -0.3000 -3.1985 -1.2608  -0.04
C: 1.2067 -4.7989 -0.0369  -0.02
N: -1.5604 -3.2680 1.8812  -0.21
C: -2.7538 -2.6500 1.2412  -0.05
C: -1.7108 -4.6503 2.2972  -0.08
N: 1.2651 -3.1140 2.4992  -0.29
C: 2.6515 -2.8407 2.2022  -0.08
C: 1.0564 -3.0572 3.9484  -0.08
H: 0.3602 -2.8154 -2.0390  0.09
H: -1.0039 -2.4021 -1.0193  0.06
H: -0.7504 -4.0459 -1.7778  0.12
H: 2.1020 -4.6986 -0.6505  0.10
H: 0.6017 -5.5767 -0.5028  0.10
H: 1.4052 -5.1557 0.9738  0.08
H: -2.7043 -1.5644 1.1562  0.07
H: -2.8580 -3.1136 0.2602  0.09
H: -3.6834 -2.9916 1.6964  0.10
H: -2.6313 -5.1785 2.0484  0.11
H: -0.9335 -5.2826 1.8682  0.08
H: -1.5139 -4.6571 3.3692  0.08
H: 2.9239 -3.2450 1.2273  0.06
H: 2.8439 -1.7749 2.0790  0.08
H: 3.2505 -3.3175 2.9781  0.11
H: 0.0714 -3.4934 4.1142  0.06
H: 1.1636 -2.0233 4.2765  0.09
H: 1.7020 -3.7073 4.5389  0.10
O: -1.3220 1.2059 1.5140  -0.41
P: -2.2110 1.7126 2.6072  0.65
N: -3.8727 1.5901 2.3313  -0.30
C: -4.6123 0.3897 2.7224  -0.11
C: -4.4718 2.2759 1.1242  -0.05
N: -2.1542 3.3904 2.7410  -0.27
C: -1.4911 4.3454 1.7533  -0.07
C: -2.8781 4.0530 3.8582  -0.12
N: -1.7360 1.0567 4.1747  -0.26
C: -2.5286 1.1982 5.4147  -0.09
C: -0.8292 -0.1097 4.2347  -0.12
H: -4.5101 -0.4022 1.9804  0.06
H: -5.6577 0.6887 2.7985  0.09
H: -4.3061 0.0029 3.6943  0.06
H: -5.5344 2.4940 1.2303  0.09
H: -4.2690 1.6040 0.2902  0.06
H: -3.9449 3.1968 0.8744  0.07
H: -2.1643 5.0709 1.2966  0.08
H: -0.6186 4.8771 2.1331  0.09
H: -1.0655 3.7876 0.9192  0.03
H: -2.3563 4.1788 4.8069  0.07
H: -3.1425 5.0549 3.5198  0.08
H: -3.8162 3.5590 4.1112  0.07
H: -2.8053 2.2347 5.6077  0.06
H: -3.3857 0.5355 5.2956  0.06
H: -1.9029 0.8846 6.2503  0.08
H: -0.4179 -0.3362 5.2184  0.09
H: -0.0517 0.0167 3.4813  0.06
H: -1.4361 -0.9668 3.9431  0.06
O: 1.0911 -0.0949 -2.0283  -0.37
P: 2.0484 -0.3449 -3.1320  0.63
N: 3.2252 0.8802 -3.1931  -0.29
C: 4.4679 0.8340 -3.8722  -0.12
C: 2.7133 2.2353 -2.9160  -0.09
N: 1.4121 -0.5354 -4.6725  -0.29
C: 0.9304 0.6118 -5.4114  -0.09
C: 0.6170 -1.6871 -4.9601  -0.14
N: 2.9810 -1.7779 -2.8123  -0.29
C: 3.5264 -2.0166 -1.4461  -0.09
C: 3.7444 -2.4156 -3.9058  -0.11
H: 4.4379 0.3771 -4.8614  0.09
H: 5.2276 0.6032 -3.1254  0.09
H: 4.7194 1.8513 -4.1720  0.08
H: 3.5194 2.9688 -2.8987  0.09
H: 2.2712 2.4019 -1.9337  0.06
H: 2.0693 2.5544 -3.7355  0.07
H: 0.8699 0.4050 -6.4799  0.10
H: -0.0477 0.9758 -5.0969  0.09
H: 1.6253 1.4512 -5.3895  0.08
H: 0.7557 -2.4806 -4.2258  0.07
H: -0.4135 -1.4412 -5.2165  0.08
H: 0.9140 -2.1776 -5.8871  0.09
H: 4.3100 -1.2874 -1.2400  0.09
H: 2.7174 -1.8027 -0.7477  0.04
H: 3.7469 -3.0701 -1.2739  0.07
H: 3.7633 -3.4985 -3.7831  0.08
H: 4.7706 -2.0601 -3.8135  0.07
H: 3.3324 -2.0624 -4.8512  0.07
C: -3.4714 0.7511 -2.7828  0.09
N: -2.3026 -0.1492 -2.4543  -0.34
O: -1.6799 -0.0241 -1.3951  -0.06
O: -2.0216 -1.0955 -3.1921  0.06
H: -4.0917 0.3847 -3.6008  0.11
H: -3.0643 1.7502 -2.9382  0.08
H: -4.1086 0.8177 -1.9010  0.09

The following is a DFT calculation (ωB97M-V/def2-TZVPD) of 9 unconnected molecules or ions with the total composition C21H57N3O24S6 at a distorted geometry.

Properties
* SMILES string: CCOS(C)(=O)=O.CCOS(C)(=O)=O.CCOS(C)(=O)=O.CCOS(C)(=O)=O.CCOS(C)(=O)=O.CCOS(C)(=O)=O.C[N+](=O)[O-].C[N+](=O)[O-].C[N+](=O)[O-]
* net charge: 0
* E_tot: -141310.3998 eV
* frontier orbital gap: 10.436 eV

Each line ends with the Löwdin charge.
Geometry (Å):
C: 5.0261 -2.1960 0.6497  0.06
N: 3.8039 -2.3317 1.4996  -0.43
O: 2.7553 -2.6110 0.9250  0.03
O: 3.8799 -2.1389 2.6822  0.10
H: 4.8121 -2.7487 -0.2569  0.09
H: 5.8189 -2.6748 1.2192  0.10
H: 5.2558 -1.1450 0.5137  0.10
C: -0.7335 -7.8768 -0.8340  0.06
N: 0.7485 -7.6220 -0.6478  -0.45
O: 1.3053 -8.4300 0.0564  0.07
O: 1.2672 -6.7303 -1.2698  0.06
H: -1.1179 -7.2575 -1.6401  0.09
H: -1.2934 -7.7168 0.0785  0.10
H: -0.7271 -8.9013 -1.1965  0.10
C: -0.8378 -4.4412 -5.5811  0.04
N: 0.5862 -4.4899 -6.0403  -0.43
O: 1.4075 -5.0379 -5.3190  0.05
O: 0.8346 -3.9203 -7.0929  0.07
H: -0.8330 -4.4642 -4.4983  0.07
H: -1.3310 -5.2906 -6.0510  0.10
H: -1.2953 -3.5463 -5.9872  0.09
O: -6.2146 -2.4812 -0.1217  -0.27
S: -5.3785 -1.4469 -0.6457  0.60
O: -4.1377 -1.1223 0.0019  -0.28
O: -5.1137 -1.8764 -2.1998  -0.25
C: -3.8782 -1.3531 -2.7329  -0.29
C: -3.7063 -1.6945 -4.2121  -0.06
C: -6.3479 0.0289 -0.9311  -0.11
H: -3.0154 -1.7093 -2.1811  0.08
H: -3.9218 -0.2595 -2.7116  0.11
H: -4.6873 -1.6672 -4.6784  0.08
H: -3.2668 -2.6948 -4.2271  0.06
H: -2.9137 -1.0639 -4.6075  0.08
H: -7.3783 -0.2656 -1.1237  0.07
H: -6.0415 0.5058 -1.8577  0.06
H: -6.2526 0.5830 -0.0008  0.07
O: 1.0103 -2.3734 5.3712  -0.28
S: 0.6420 -3.7260 5.0355  0.62
O: 1.5287 -4.8274 5.3168  -0.28
O: -0.7494 -4.1219 5.7959  -0.26
C: -1.9889 -3.4231 5.5731  -0.26
C: -1.8991 -1.9157 5.7720  -0.09
C: 0.0753 -3.8828 3.3381  -0.11
H: -2.5913 -3.7928 6.4038  0.12
H: -2.5040 -3.6320 4.6337  0.12
H: -1.4453 -1.4227 4.9151  0.04
H: -1.2848 -1.7410 6.6544  0.09
H: -2.8268 -1.3694 5.9482  0.09
H: -0.5842 -3.0435 3.1219  0.06
H: -0.5239 -4.7867 3.2611  0.07
H: 0.9341 -3.9274 2.6725  0.06
O: -0.8334 1.2170 5.3532  -0.27
S: -1.1164 1.5429 3.9858  0.61
O: -1.8273 0.6571 3.1161  -0.28
O: -1.8086 3.0099 3.9863  -0.25
C: -1.3423 3.9767 4.9097  -0.28
C: -2.5051 4.9331 5.2713  -0.05
C: 0.4320 1.9272 3.0626  -0.08
H: -0.5480 4.6299 4.5353  0.12
H: -0.9599 3.5279 5.8238  0.11
H: -2.2453 5.9883 5.3269  0.07
H: -2.8431 4.6570 6.2699  0.07
H: -3.2881 4.8121 4.5247  0.08
H: 0.1164 2.2021 2.0592  0.03
H: 0.9793 0.9958 2.9284  0.07
H: 0.9216 2.6781 3.6730  0.07
O: 2.4000 3.4781 -4.3751  -0.30
S: 3.5188 2.5843 -4.1945  0.61
O: 4.2234 2.1382 -5.3597  -0.27
O: 4.6218 3.2648 -3.2116  -0.27
C: 4.1644 4.2094 -2.2316  -0.28
C: 4.9800 5.4943 -2.4047  -0.05
C: 3.0694 1.1280 -3.2324  -0.12
H: 4.2820 3.6791 -1.2842  0.12
H: 3.1194 4.4821 -2.3834  0.09
H: 4.7039 5.7911 -3.4228  0.09
H: 6.0570 5.3518 -2.4062  0.08
H: 4.6437 6.3191 -1.7830  0.06
H: 3.9890 0.5502 -3.1664  0.07
H: 2.2819 0.6156 -3.7726  0.06
H: 2.7862 1.3983 -2.2177  0.06
O: 1.4207 8.3451 1.0360  -0.27
S: 1.5801 7.3577 0.0078  0.62
O: 2.8267 6.6470 -0.1404  -0.29
O: 0.3765 6.2724 0.2440  -0.25
C: 0.5743 4.9799 -0.3290  -0.29
C: -0.7194 4.2195 -0.0787  -0.05
C: 1.1266 8.0742 -1.5643  -0.10
H: 1.4455 4.4192 0.0158  0.12
H: 0.7364 5.0701 -1.4111  0.11
H: -0.8414 3.3609 -0.7406  0.07
H: -1.5460 4.9079 -0.2465  0.09
H: -0.7643 3.8316 0.9392  0.06
H: 1.2007 7.2783 -2.3006  0.07
H: 1.9615 8.7537 -1.7493  0.08
H: 0.2220 8.6574 -1.4433  0.08
O: -0.8564 -2.4433 -2.9513  -0.29
S: 0.2288 -2.0968 -2.0705  0.64
O: 1.0619 -0.9311 -2.3032  -0.30
O: -0.2618 -2.0174 -0.5523  -0.26
C: 0.1599 -0.9135 0.2889  -0.22
C: -0.7218 0.3192 -0.0233  -0.06
C: 1.3003 -3.5780 -1.9648  -0.09
H: 1.2054 -0.7169 0.0901  0.10
H: -0.1350 -1.1944 1.2962  0.11
H: -0.0820 1.0688 -0.5000  0.06
H: -1.3604 0.7270 0.7538  0.06
H: -1.4150 0.0692 -0.8298  0.07
H: 1.2046 -4.1517 -2.8810  0.04
H: 0.9283 -4.1723 -1.1303  0.05
H: 2.2999 -3.3094 -1.6344  0.06

Which of these has the highest E_tot?
C21H57N3O24S6

The highest net charge belongs to which entry?
C21H57CaF6N10O11P3S2

The highest net charge belongs to which entry?
C21H57CaF6N10O11P3S2

Which value of E_tot does entry 1 give?
-144403.4232 eV